Formula: C108H134AsB5F26N22O6
Source: the Open Molecules 2025 dataset
Level of theory: ωB97M-V/def2-TZVPD

```
302
C108H134AsB5F26N22O6 ωB97M-V/def2-TZVPD
As 0.003 -0.581 -0.302
F -2.715 -0.984 -5.963
F 3.825 2.698 -3.110
F -0.490 -0.904 -6.196
F -2.970 6.467 -1.753
F 2.650 2.413 5.191
F 1.656 -3.146 5.243
F 1.229 -2.977 3.030
F -0.660 -1.178 -1.732
F 3.471 1.989 3.159
F 2.470 3.996 3.539
F -1.613 -0.517 0.354
F 2.752 4.619 -3.557
F -0.193 0.989 -0.866
F 2.552 3.719 -1.493
F 0.188 -2.159 0.276
F -3.311 4.869 -0.233
F -1.397 -0.477 -4.253
F -4.102 4.618 -2.277
F 1.248 -4.883 3.949
F -1.677 0.981 -5.820
F 4.525 4.659 -2.173
F 1.264 2.071 3.544
F -1.896 4.424 -1.884
F 3.186 -3.743 3.740
F 0.581 -0.037 1.160
F 1.590 -0.629 -0.932
O -0.650 -4.284 -1.434
O -7.691 -0.768 2.976
O -2.393 -5.226 -0.385
O -2.680 -4.450 -2.344
O -5.724 0.159 2.732
O -6.362 -1.431 1.302
N 6.659 -6.118 -5.818
N -7.816 -1.113 -7.736
N -6.603 -0.694 2.344
N -1.708 11.548 0.809
N 2.187 1.044 -4.842
N 3.782 -0.489 6.636
N 0.803 4.934 0.692
N -1.790 6.658 -5.672
N -7.738 -3.215 6.538
N -2.081 -5.281 2.806
N 0.112 -3.757 -5.118
N 10.900 -3.670 -1.618
N -10.816 1.281 0.525
N -2.068 1.831 3.359
N 9.895 -1.777 9.865
N -2.618 3.941 3.065
N 5.274 0.546 1.651
N -1.922 -4.647 -1.405
N 4.261 -4.779 0.437
N -4.478 1.704 -2.535
N -4.550 -2.361 -1.499
N 5.361 -1.277 2.843
C 1.984 1.601 -6.060
C -3.147 1.873 2.517
C -2.255 5.556 -6.297
C 5.106 -4.265 -5.850
C 0.156 10.092 1.245
C -0.640 6.599 -4.955
C -0.001 5.400 -4.744
C -2.437 7.981 -5.751
C -6.565 -1.556 -5.217
C -3.198 1.798 -3.170
C -2.851 5.349 3.322
C -4.641 1.078 -1.320
C -10.708 1.217 -0.826
C 8.623 -3.065 -1.557
C -3.458 3.186 2.302
C 0.255 2.982 -5.221
C 7.975 -6.761 -6.202
C -6.562 -3.395 4.376
C 7.469 -1.846 9.683
C -3.855 -1.971 -2.599
C 1.295 7.246 0.907
C -2.280 12.939 0.693
C 4.040 -0.043 1.604
C -1.846 9.246 0.190
C -6.639 -3.667 7.150
C -1.349 -3.606 -5.158
C 8.680 -2.047 10.376
C 4.141 -1.731 6.990
C 12.283 -3.536 -2.154
C -8.397 1.318 0.742
C -5.485 -3.981 6.452
C 9.956 -1.179 8.638
C -8.336 1.387 -0.657
C 3.370 0.163 -4.630
C 6.495 -5.465 0.419
C -4.305 -4.332 4.266
C -1.778 3.120 3.674
C -5.545 2.326 -3.100
C -1.361 0.613 3.691
C -0.465 11.353 1.276
C 1.349 1.410 -3.805
C -7.008 1.473 -1.366
C -6.545 -0.707 -7.505
C 5.934 -2.481 3.486
C 2.815 -5.002 0.820
C -7.861 -1.995 -5.499
C -0.877 6.566 0.388
C -9.472 1.270 -1.452
C 4.140 -5.094 -5.260
C 6.373 -4.832 -6.162
C -0.899 -5.604 1.990
C 4.071 -1.208 2.288
C 4.638 -3.566 -0.012
C -2.993 -4.062 4.684
C 11.143 -2.156 10.523
C -5.849 0.976 -0.730
C 9.861 -2.848 -2.052
C 5.610 1.758 0.947
C 9.384 -4.843 -0.184
C -9.649 1.268 1.304
C -3.359 -5.662 2.479
C 10.669 -4.617 -0.689
C 6.265 -0.972 7.688
C -3.840 -2.516 -0.227
C -8.437 -0.868 -9.033
C -8.991 -2.842 7.226
C 6.061 -0.184 2.437
C 8.809 -0.893 7.947
C 2.198 -3.856 -6.201
C -4.451 -1.748 -3.817
C 2.764 -4.497 -5.119
C 7.537 -1.213 8.433
C -6.815 2.205 -2.536
C -3.794 5.619 4.483
C -2.392 10.489 0.318
C 5.170 -5.723 0.725
C 0.863 -3.526 -6.179
C -1.648 4.330 -6.135
C 1.658 5.933 0.970
C 5.961 0.295 7.208
C 6.928 -4.301 -0.209
C -8.461 -1.735 -6.709
C 4.456 -6.386 -4.948
C 4.735 0.482 6.646
C -7.682 -3.047 5.185
C -0.475 5.275 0.423
C 1.986 -4.608 -3.960
C -0.005 7.636 0.662
C -5.913 -0.966 -6.303
C 8.317 -4.095 -0.641
C -0.521 4.225 -5.321
C 2.381 -0.257 6.284
C 0.667 -4.220 -3.977
C -6.538 -2.212 -2.814
C -0.520 9.021 0.713
C 0.352 2.377 -4.001
C -1.930 -4.485 3.929
C 1.038 2.548 -6.315
C 1.138 3.509 0.835
C 5.367 -2.004 7.552
C -4.449 -5.219 3.195
C -5.829 -1.825 -3.920
C 5.959 -3.272 -0.343
C -5.870 -2.490 -1.625
C -5.426 -3.855 5.034
C 5.676 -6.871 -5.227
C 5.620 1.425 -0.509
C -12.063 1.342 1.199
B -1.599 -0.327 -5.602
B 1.874 -3.688 4.018
B 2.461 2.671 3.859
B -3.037 5.090 -1.508
B 3.442 3.897 -2.519
H -1.889 5.840 3.470
H -3.384 10.776 0.018
H 7.839 -2.449 -1.990
H -1.901 6.782 0.068
H 7.798 -7.449 -7.029
H -0.994 3.443 4.340
H 12.773 -2.808 -1.531
H -2.751 2.716 -2.882
H -11.619 1.127 -1.390
H -7.920 -1.466 -9.812
H -6.493 -2.777 -0.785
H 8.685 -5.994 -6.491
H -3.526 0.989 2.067
H -8.567 -2.664 4.679
H 2.707 -3.698 -7.168
H 11.974 -1.820 9.892
H -0.200 -6.098 2.653
H -3.511 7.863 -5.950
H 0.341 -3.038 -6.993
H 4.094 0.442 -5.383
H -1.204 -6.246 1.193
H -7.598 -2.344 -2.798
H 8.873 -0.435 6.956
H -9.912 1.273 2.336
H 12.786 -4.494 -2.037
H 6.522 -2.064 10.122
H 6.858 -2.209 3.905
H 8.403 -7.256 -5.349
H -1.143 4.490 0.105
H 2.626 5.563 1.276
H -6.726 -3.746 8.216
H -3.978 6.676 4.715
H 2.217 -4.263 0.237
H -1.881 8.580 -6.479
H -2.027 3.412 -6.590
H -4.927 -0.573 -6.158
H -5.897 0.460 0.209
H -3.272 5.734 2.386
H 0.537 3.092 1.624
H -7.632 2.694 -3.095
H 3.241 -1.861 2.503
H -9.413 1.244 -2.523
H -3.334 1.759 -4.261
H 2.185 3.462 1.156
H -1.704 -3.341 -6.159
H 7.127 -6.299 0.469
H -8.781 -2.361 8.174
H -5.350 2.812 -4.061
H 1.611 0.950 -2.863
H -3.089 5.714 -6.922
H 5.995 -7.890 -5.016
H -5.419 -5.644 2.916
H -3.759 0.655 -0.872
H 2.024 8.048 1.069
H 1.150 9.945 1.630
H 6.141 -3.311 2.794
H 6.352 0.695 -0.738
H -8.413 0.202 -9.347
H -7.508 1.334 1.377
H 3.699 -7.046 -4.522
H 11.249 -1.804 11.567
H 9.261 -5.581 0.583
H 7.143 -4.322 -6.744
H 6.236 -2.266 -0.702
H -2.113 -0.147 3.593
H -1.827 -4.505 -4.775
H 0.989 2.985 -0.081
H -0.343 -4.681 1.723
H 2.196 -0.437 5.228
H 12.304 -3.201 -3.209
H 10.935 -0.974 8.271
H 3.782 0.359 -3.627
H -9.627 -2.250 6.556
H -2.883 -2.959 -0.397
H -2.574 13.123 -0.348
H 0.902 5.430 -4.128
H 4.414 1.421 6.188
H 8.665 -2.543 11.336
H 6.546 2.138 1.336
H 3.355 -2.447 6.794
H -3.422 -6.239 1.561
H -0.260 2.665 -3.165
H 3.213 0.431 1.102
H 4.892 -3.209 -6.017
H -3.179 12.966 1.343
H -2.397 8.466 -0.260
H -9.499 -1.154 -9.080
H -0.532 0.465 3.018
H -6.575 -3.319 3.284
H -8.490 -2.571 -4.837
H 2.446 -5.022 -3.071
H -2.363 8.404 -4.747
H 10.110 -2.040 -2.746
H -2.784 -1.882 -2.390
H -0.957 0.675 4.691
H -3.697 -1.556 0.260
H -1.579 -2.784 -4.476
H -1.541 13.696 0.994
H -2.602 0.934 -2.900
H -6.084 -0.081 -8.220
H -3.796 -1.502 -4.648
H 2.715 -4.813 1.893
H 4.824 2.486 1.191
H -3.392 5.123 5.356
H 2.666 1.294 -6.844
H -4.096 3.603 1.525
H -12.069 0.708 2.099
H -0.882 -4.315 4.199
H -0.052 -4.333 -3.178
H 5.826 2.225 -1.237
H -9.575 -3.761 7.382
H 5.615 -2.963 7.918
H 4.650 1.080 -0.830
H -4.387 -3.157 0.468
H 0.926 3.059 -7.254
H 2.103 0.750 6.594
H 3.137 -0.911 -4.746
H 6.676 1.110 7.201
H -4.639 -4.340 7.006
H 3.899 -2.788 -0.107
H -12.279 2.372 1.566
H 7.078 -0.013 2.677
H 11.455 -5.249 -0.317
H -4.720 5.143 4.205
H 11.278 -3.244 10.491
H 2.524 -6.030 0.507
H 4.815 -6.613 1.215
H -2.883 -3.531 5.657
H -12.919 1.059 0.550
H 0.009 12.226 1.713
H -0.207 7.544 -4.720
H -9.478 -2.101 -6.910
H 5.269 -2.741 4.300
H 1.856 -0.991 6.879
```

* M: 2459.34 g/mol
* DFT total energy: -10805.30286 a.u.
* gap between HOMO and LUMO: 5.575 eV
* total charge: +10
* E_HOMO: -22.7 eV